2 unconnected molecules or ions with the total composition C21H25Br2N3O5 at a distorted geometry, computed with ωB97M-V with the def2-TZVPD basis set.

Calculated values
Energy above the lowest of the compared OMol25 structures with the same formula, charge and spin ... 0.00 kcal per mole
SMILES string ... Cc1cc(C(=O)Nc2cc(Br)c(O)c(Br)c2)cc(C)c1O.CNC(=O)[C@H](C)NC(C)=O
Strongest force on any atom ... 1.76 eV/A
Orbital gap ... 9.01 eV
Energy ... -6503.80571 Ha
Highest occupied orbital energy ... -8.5 eV

Structure (ORCA input):
```
! RIJCOSX wB97M-V def2-TZVPD def2/J DEFGRID3
* xyz 0 1
O 1.30 0.64 0.74
O -2.35 1.56 -5.43
O -1.59 -1.76 -2.53
Br 0.16 5.78 0.85
Br 5.30 4.98 3.39
O 3.02 6.48 1.92
O 0.32 -5.26 2.82
C 1.39 0.23 1.89
C -3.05 1.74 -4.44
C -1.50 -0.84 -3.35
C 1.13 3.32 2.00
C 3.25 3.01 3.10
C 1.59 -1.84 3.33
C 0.39 -1.95 1.24
C 1.43 4.67 1.76
C 3.58 4.34 2.84
C 2.67 5.17 2.17
C 0.58 -3.93 2.61
C 1.13 -1.19 2.17
C 2.03 2.48 2.67
C 1.33 -3.20 3.55
C 0.10 -3.30 1.45
N 1.76 1.12 2.89
N -1.48 -1.07 -4.67
N -2.70 1.34 -3.22
C -4.38 2.45 -4.57
C 1.85 -3.88 4.80
C -0.72 -4.05 0.43
C -1.54 -2.39 -5.29
C -1.20 0.80 -1.39
C -1.46 0.63 -2.89
H 3.92 6.63 2.23
H -0.19 -5.60 2.07
H 0.18 2.92 1.66
H 3.97 2.37 3.60
H 2.17 -1.30 4.07
H 0.02 -1.48 0.34
H 2.08 0.71 3.76
H -1.49 -0.25 -5.27
H -3.34 1.53 -2.46
H -5.18 1.75 -4.32
H -4.50 2.79 -5.59
H -4.40 3.30 -3.89
H 1.01 -4.26 5.39
H 2.49 -4.72 4.52
H 2.43 -3.19 5.42
H -1.66 -4.40 0.88
H -0.17 -4.91 0.05
H -0.98 -3.41 -0.42
H -0.58 -2.90 -5.17
H -2.32 -2.99 -4.82
H -1.77 -2.29 -6.36
H -2.01 0.35 -0.81
H -0.27 0.29 -1.16
H -1.10 1.85 -1.14
H -0.64 1.11 -3.43
*
```

In elementary charge units, the Mulliken charges are: -0.598, -0.714, -0.697, -0.174, -0.285, -0.521, -0.658, 0.239, 0.797, 0.237, -0.102, -0.527, -0.826, -0.613, -0.550, -0.288, 1.439, 0.717, 0.663, -0.120, 0.228, 1.273, -0.133, -0.099, -0.181, -1.220, -1.527, -1.895, -0.973, -1.809, 0.578, 0.230, 0.318, 0.360, 0.449, 0.194, 0.380, 0.231, 0.306, 0.275, 0.319, 0.327, 0.344, 0.316, 0.323, 0.357, 0.422, 0.475, 0.206, 0.277, 0.314, 0.354, 0.410, 0.324, 0.539, 0.295

A molecular structure, C21H25CeNO3P2 at a distorted geometry, computed with ωB97M-V with the def2-TZVPD basis set.

Calculated values
Energy above the lowest of the compared OMol25 structures with the same formula, charge and spin ... 209.76 kcal per mole
Strongest force on any atom ... 11.97 eV/A
Orbital gap (spin up / spin down) ... 5.78 / 5.97 eV
Energy ... -2253.09553 Ha
Highest occupied orbital energy (spin up / spin down) ... -10.8 / -10.8 eV

Structure (ORCA input):
```
! RIJCOSX wB97M-V def2-TZVPD def2/J DEFGRID3
* xyz 1 2
C -1.38 3.51 -1.76
C -1.20 2.15 -1.54
C 0.05 1.57 -1.88
C 1.14 2.39 -2.39
C 0.89 3.77 -2.59
C -0.36 4.31 -2.29
C 2.37 1.76 -2.62
C 2.56 0.40 -2.36
C 1.42 -0.36 -1.87
C 1.54 -1.73 -1.55
C 2.78 -2.35 -1.71
C 3.89 -1.64 -2.20
C 3.79 -0.29 -2.51
H -2.34 3.96 -1.50
H 1.69 4.40 -2.98
H -0.54 5.37 -2.45
H 3.21 2.35 -3.01
H 2.88 -3.41 -1.45
H 4.84 -2.16 -2.32
H 4.66 0.26 -2.88
N 0.22 0.24 -1.68
Ce 0.02 0.16 1.97
C -2.25 1.27 -0.89
H -2.21 0.26 -1.32
H -3.25 1.69 -0.99
C 0.33 -2.44 -0.97
H -0.58 -2.07 -1.47
H 0.41 -3.52 -1.07
P -2.04 1.10 0.91
P 0.08 -2.17 0.82
C 1.39 -3.16 1.58
H 1.28 -3.18 2.67
H 1.32 -4.18 1.18
H 2.37 -2.74 1.34
C -1.44 -3.10 1.14
H -1.28 -4.13 0.81
H -1.69 -3.10 2.21
H -2.28 -2.67 0.59
C -2.25 2.78 1.55
H -3.19 3.18 1.15
H -2.28 2.77 2.65
H -1.41 3.41 1.24
C -3.53 0.23 1.44
H -3.54 0.10 2.53
H -4.39 0.82 1.13
H -3.57 -0.77 0.98
C 1.81 -0.08 2.66
O 2.88 -0.11 3.11
H 0.92 0.82 0.60
O -1.66 -1.92 5.38
C -0.95 -1.44 4.53
O -1.33 -0.77 3.46
H 0.20 -1.55 4.60
*
```

In elementary charge units, the Mulliken charges are: -0.289, 0.011, 0.243, 0.731, -0.879, -0.831, -0.876, 0.706, 0.236, -0.063, -0.280, -0.851, -0.914, 0.445, 0.442, 0.389, 0.459, 0.457, 0.383, 0.442, -0.133, 0.173, -1.210, 0.362, 0.794, -1.230, 0.431, 0.837, 1.103, 1.094, -1.499, 0.381, 0.455, 0.429, -1.292, 0.451, 0.340, 0.331, -1.571, 0.390, 0.481, 0.426, -1.293, 0.378, 0.475, 0.325, 0.388, -0.245, -0.038, -0.505, 0.320, -0.474, 0.165

A gas-phase ion, C21H25Cl2 (charge +1) at a distorted geometry, computed with ωB97M-V with the def2-TZVPD basis set.

Calculated values
Energy above the lowest of the compared OMol25 structures with the same formula, charge and spin ... 10.33 kcal per mole
Strongest force on any atom ... 3.30 eV/A
Orbital gap ... 7.38 eV
Energy ... -1735.22320 Ha
Highest occupied orbital energy ... -12.0 eV

Structure (ORCA input):
```
! RIJCOSX wB97M-V def2-TZVPD def2/J DEFGRID3
* xyz 1 1
C -0.68 -1.09 1.85
C -1.60 0.14 1.93
C -2.04 0.33 3.40
C -0.78 1.36 1.48
C -2.89 -0.07 1.03
C -2.73 -0.15 -0.49
C -2.60 1.17 -1.18
C -2.67 -1.36 -1.22
H -0.36 -1.26 0.81
H 0.21 -0.94 2.46
H -1.20 -1.99 2.21
H -2.69 1.21 3.51
H -2.58 -0.55 3.76
H -1.17 0.48 4.06
H -1.37 2.28 1.49
H 0.07 1.51 2.18
H -0.36 1.20 0.49
H -3.36 -0.98 1.40
H -3.56 0.77 1.28
H -2.73 2.01 -0.51
H -1.60 1.28 -1.62
H -3.30 1.32 -2.01
H -1.62 -1.49 -1.83
H -2.97 -2.28 -0.66
Cl 0.74 3.13 -4.90
C -0.21 1.71 -4.63
C -1.60 1.78 -4.76
C -2.37 0.67 -4.39
C -1.79 -0.49 -3.88
C -2.63 -1.49 -2.98
C -2.66 -2.94 -3.56
C -3.85 -3.49 -4.08
C -3.91 -4.83 -4.47
C -2.79 -5.63 -4.39
Cl -2.88 -7.29 -4.87
C -1.56 -5.08 -3.98
C -1.53 -3.75 -3.51
C -0.40 -0.61 -3.97
C 0.41 0.49 -4.35
H -2.07 2.67 -5.24
H -3.46 0.67 -4.56
H -3.67 -1.13 -2.85
H -4.70 -2.82 -4.28
H -4.86 -5.23 -4.93
H -0.65 -5.68 -4.08
H -0.55 -3.35 -3.21
H 0.09 -1.60 -3.88
H 1.50 0.40 -4.52
*
```

In elementary charge units, the Mulliken charges are: -1.650, 2.041, -1.782, -1.664, -1.863, 1.122, -1.389, -0.505, 0.320, 0.448, 0.374, 0.434, 0.409, 0.405, 0.303, 0.470, 0.323, 0.500, 0.504, 0.442, 0.233, 0.478, 0.148, 0.477, -0.168, 0.205, -0.624, -0.199, 0.317, 0.008, 0.126, -0.177, -0.692, 0.326, -0.175, -0.960, -0.017, -0.050, -0.946, 0.390, 0.449, 0.705, 0.386, 0.330, 0.389, 0.254, 0.151, 0.394

A single C21H25ClN4O3S molecule at a distorted geometry, computed with ωB97M-V with the def2-TZVPD basis set.

Calculated values
Energy above the lowest of the compared OMol25 structures with the same formula, charge and spin ... 49.17 kcal per mole
SMILES string ... O=C(C1CCN(S(=O)(=O)c2cccnc2)CC1)N1CCN(c2ccc(Cl)cc2)CC1
Strongest force on any atom ... 1.13 eV/A
Orbital gap ... 8.52 eV
Energy ... -2118.35722 Ha
Highest occupied orbital energy ... -8.0 eV

Structure (ORCA input):
```
! RIJCOSX wB97M-V def2-TZVPD def2/J DEFGRID3
* xyz 0 1
O 1.01 1.19 -1.78
C 1.33 1.38 -0.62
N 2.37 2.20 -0.32
C 2.97 2.45 0.97
H 2.46 1.88 1.74
C 4.47 2.06 0.92
N 4.70 1.19 -0.21
C 4.19 -0.11 -0.15
C 3.52 -0.73 -1.21
C 3.06 -2.02 -1.11
C 3.24 -2.74 0.07
C 3.91 -2.16 1.13
C 4.38 -0.86 1.02
H 4.92 -0.45 1.85
H 4.07 -2.71 2.04
Cl 2.63 -4.35 0.20
H 2.54 -2.47 -1.94
H 3.33 -0.20 -2.13
C 4.54 1.96 -1.43
H 5.36 2.68 -1.47
C 3.18 2.72 -1.41
H 2.62 2.56 -2.33
H 3.33 3.79 -1.25
H 4.63 1.32 -2.29
H 5.10 2.94 0.79
H 4.76 1.58 1.85
H 2.87 3.52 1.22
C 0.58 0.74 0.55
H 1.32 0.34 1.26
C -0.31 1.78 1.25
C -1.46 2.19 0.33
N -2.26 1.05 -0.07
S -3.31 0.47 1.10
O -3.83 1.61 1.81
O -2.76 -0.61 1.88
C -4.59 -0.19 0.04
C -5.31 0.69 -0.75
C -6.29 0.16 -1.58
C -6.49 -1.21 -1.56
N -5.80 -2.04 -0.80
C -4.87 -1.54 -0.01
H -4.32 -2.24 0.61
H -7.25 -1.67 -2.19
H -6.88 0.80 -2.21
H -5.09 1.74 -0.71
C -1.49 0.02 -0.74
C -0.28 -0.44 0.08
H 0.32 -1.11 -0.53
H -0.64 -0.97 0.96
H -2.16 -0.82 -0.92
H -1.15 0.43 -1.69
H -2.13 2.88 0.85
H -1.08 2.67 -0.57
H 0.26 2.66 1.55
H -0.74 1.32 2.15
*
```

In elementary charge units, the Mulliken charges are: -0.660, 0.329, 0.215, -0.745, 0.424, -0.983, -0.075, 1.081, -0.198, -0.953, 0.431, -0.828, -0.473, 0.342, 0.423, -0.240, 0.383, 0.109, -0.859, 0.380, -0.779, 0.381, 0.420, 0.418, 0.329, 0.301, 0.533, 0.176, 0.954, -0.820, -1.257, 0.118, 1.425, -0.742, -0.686, -0.062, -0.370, -0.481, -0.228, -0.613, -0.060, 0.480, 0.357, 0.392, 0.431, -1.189, -1.172, 0.306, 0.442, 0.436, 0.469, 0.552, 0.429, 0.585, 0.423

> What is the formula in the third record?

C21H25Cl2